# 1
102
Properties=species:S:1:pos:R:3:mulliken_charge:R:1 method="wB97M-V/def2-TZVPD" total_charge=0 spin_multiplicity=5 s_squared=6.035 e_tot_ev=-129345.65561 orbital_gap_ev="7.6 / 7.3" relative_energy_kcal_mol=2.5 homo_energy_ev="-7.70 / -7.49" fmax_ev_per_a=0.730
Cr 0.22901 -1.10579 -0.48553 -0.98
C 2.81689 1.25954 0.74510 -0.48
C 2.49208 -0.00768 1.44556 0.36
N 1.46642 -0.78684 1.23360 0.99
C 1.53080 -1.94147 2.00220 -0.51
C 2.58084 -2.01020 2.84400 -0.58
S 3.54744 -0.61442 2.66136 -0.29
C 0.48362 -2.93512 1.78879 -0.42
C 0.23039 -4.06177 2.48720 -0.25
S -1.20518 -4.78619 1.90270 -0.27
C -1.39836 -3.53554 0.74119 0.44
N -0.42347 -2.66787 0.77490 1.09
C -2.62515 -3.46513 -0.09854 -0.72
H 1.89360 1.76563 0.47594 -0.37
H 3.36208 1.01724 -0.16817 0.16
H 3.44063 1.89890 1.37039 0.73
H 2.84876 -2.80178 3.52595 0.48
H 0.78912 -4.49564 3.30106 0.48
H -2.87767 -4.44336 -0.50873 0.42
H -2.47289 -2.74871 -0.89789 -0.38
H -3.46256 -3.12235 0.51380 0.40
C -1.07935 2.98901 -1.76602 -1.01
N -0.89235 3.94001 -0.68733 0.66
C -1.31715 5.30799 -0.91082 -0.87
C -0.45349 6.25535 -0.10432 -0.47
C -0.52645 5.84845 1.35246 -0.79
N -0.21156 4.43871 1.49849 0.29
C 0.21489 4.00260 2.81161 -1.09
C -0.36589 3.50371 0.50062 0.30
O -0.03492 2.33118 0.65630 -0.78
H -0.53667 3.31916 -2.65776 0.43
H -2.14087 2.89261 -2.01727 0.54
H -0.70079 2.02189 -1.44972 -0.47
H -2.37321 5.43745 -0.63928 0.40
H -1.22304 5.52023 -1.97686 0.38
H -0.79595 7.28306 -0.22977 0.43
H 0.57952 6.18406 -0.45001 0.17
H -1.52312 6.06234 1.75927 0.33
H 0.19495 6.41797 1.94131 0.40
H 1.18745 4.43372 3.06715 0.34
H 0.28912 2.92022 2.81210 0.17
H -0.51172 4.31501 3.56756 0.38
O 1.89349 -2.35843 -0.80189 -0.52
O 3.08122 -1.81017 -0.81693 -0.50
C -10.01364 -2.36836 1.72541 -1.07
C -8.61428 -1.85982 1.47894 0.73
O -7.87677 -2.30534 0.64415 -0.53
S -8.16949 -0.52136 2.58724 -0.25
C -6.48630 -0.24742 2.10882 -0.07
C -6.19578 0.41608 0.92308 -0.49
C -4.88211 0.53535 0.50139 -0.40
C -3.83728 -0.01211 1.25340 -0.13
C -4.14284 -0.62613 2.47447 -0.35
C -5.45682 -0.74807 2.89741 -0.47
C -2.49929 -0.05327 0.74248 0.39
C -1.39613 -0.21718 0.25426 0.00
H -10.54662 -2.42485 0.77687 0.30
H -10.55762 -1.73710 2.42612 0.36
H -9.94229 -3.37860 2.13095 0.28
H -7.00290 0.81873 0.32441 0.42
H -4.65193 1.03512 -0.43124 0.53
H -3.33531 -1.02726 3.07442 0.51
H -5.69109 -1.24623 3.82986 0.43
O 1.63176 -0.79569 -3.50447 -0.59
C 1.69699 0.12729 -2.70880 -0.53
O 1.04869 0.28195 -1.59559 1.67
C 2.56098 1.32618 -3.02388 -0.48
C 3.60648 1.21585 -3.93131 -0.60
C 4.42092 2.31007 -4.19869 -0.79
C 4.18444 3.52466 -3.57424 -0.46
C 3.12327 3.61879 -2.69061 -0.38
C 2.31577 2.53743 -2.39614 1.22
N 2.84660 4.90933 -2.03383 0.96
O 1.86267 4.98526 -1.32187 -0.61
O 3.61161 5.82995 -2.23800 -0.66
H 3.76588 0.25852 -4.41068 0.54
H 5.24360 2.21669 -4.89569 0.40
H 4.80040 4.39187 -3.76186 0.52
H 1.50462 2.63224 -1.68756 -0.23
C -0.38029 -5.37827 -4.02105 -0.64
C 0.68499 -4.92439 -3.04980 -0.61
N 0.19245 -3.77236 -2.30082 0.52
C -0.60026 -2.80765 -2.86558 -0.96
N -0.86077 -1.72891 -2.16742 1.83
C -1.68827 -0.67585 -2.76701 -0.96
C -2.68610 -1.22351 -3.76531 -0.70
C -1.91368 -2.03891 -4.77347 -0.77
N -1.18042 -3.08310 -4.07197 0.25
C -0.70779 -4.18866 -4.89607 -0.62
H -1.27602 -5.67997 -3.47185 0.25
H -0.03378 -6.22047 -4.61994 0.38
H 1.59960 -4.67080 -3.59561 0.34
H 0.93021 -5.70677 -2.33255 0.43
H 0.91870 -3.37480 -1.70196 0.12
H -1.03477 0.05196 -3.26138 -0.03
H -2.19801 -0.15912 -1.96044 -0.05
H -3.21738 -0.40736 -4.25545 0.37
H -3.41781 -1.86116 -3.26148 0.29
H -1.22025 -1.38986 -5.32075 0.28
H -2.56886 -2.52245 -5.49822 0.50
H 0.18329 -3.88933 -5.46151 0.27
H -1.49360 -4.42623 -5.61187 0.37

=====

# 2
72
Properties=species:S:1:pos:R:3:mulliken_charge:R:1 method="wB97M-V/def2-TZVPD" total_charge=-2 spin_multiplicity=5 s_squared=6.029 e_tot_ev=-102067.62993 orbital_gap_ev="3.8 / 4.3" relative_energy_kcal_mol=7.0 homo_energy_ev="0.68 / -1.18" fmax_ev_per_a=3.704
C -0.69344 0.81526 -4.63812 1.09
C -1.52654 -0.31982 -4.53522 0.32
C -0.71482 -1.45284 -4.12703 1.66
C -2.97507 -0.36640 -4.72770 -1.74
C 0.69239 -1.01708 -4.12901 0.00
C 0.66678 0.42354 -4.36205 0.00
C 1.87457 1.26096 -4.47224 -1.56
C -1.14691 2.20937 -4.82271 -1.81
C -1.15980 -2.84740 -4.03140 -1.97
C 1.88641 -1.89171 -4.10578 -1.40
Pt -0.03989 -0.45703 -2.27163 1.37
Cl -2.37194 -0.25305 -1.53829 -0.69
Cl 0.01033 2.85495 -0.82149 -0.49
Cl 0.46022 -2.57019 -1.19483 -0.73
H -3.44702 0.57368 -4.44980 0.34
H -3.41603 -1.17221 -4.14681 0.32
H -3.18918 -0.55344 -5.78146 0.35
H -2.02093 -2.90718 -3.36833 0.33
H -0.36367 -3.47498 -3.64323 0.29
H -1.45983 -3.20399 -5.01764 0.37
H 1.71419 -2.69742 -3.39899 0.27
H 2.76264 -1.33683 -3.78211 0.34
H 2.05043 -2.29210 -5.10312 0.26
H 2.72489 0.80283 -3.96594 0.38
H 1.70789 2.23444 -4.01184 0.34
H 2.12298 1.39290 -5.52874 0.22
H -2.00905 2.42032 -4.18003 0.36
H -1.45284 2.37645 -5.85304 0.30
H -0.35891 2.91796 -4.55721 0.32
O 2.83810 2.91754 -2.06135 -0.37
H 3.23812 3.80197 -1.86151 0.18
C 3.58057 0.25232 2.72578 -1.02
Si 1.94796 1.12280 3.04978 0.30
C 1.71379 1.13141 4.91491 -1.01
C 2.03745 2.89198 2.41694 -0.94
Si 0.28916 0.05776 1.93946 0.36
Te 1.16804 0.79984 -0.44388 -0.67
Si 0.08732 -2.13747 2.70380 0.43
C -0.00854 -2.19532 4.58788 -1.13
C -1.44615 -2.93244 1.95982 -1.00
C 1.64962 -3.07175 2.22449 -0.87
Si -1.76853 1.04597 2.63341 0.35
C -1.91685 1.15809 4.51537 -1.05
C -1.78885 2.79934 1.94374 -0.76
C -3.33733 0.18757 2.01755 -0.79
H 4.33856 0.80640 3.29652 0.37
H 3.86569 0.24958 1.67197 0.21
H 3.58016 -0.78553 3.07158 0.28
H 2.60251 1.61368 5.34100 0.39
H 0.83606 1.69541 5.24856 0.30
H 1.63549 0.12991 5.34911 0.18
H 2.05614 2.95364 1.32947 0.22
H 1.19980 3.50057 2.76437 0.26
H 2.97008 3.31933 2.81004 0.34
H -0.88664 -1.68028 4.99876 0.24
H -0.07117 -3.25693 4.87805 0.39
H 0.88689 -1.77262 5.06428 0.19
H -1.51650 -2.72520 0.88380 0.20
H -1.35168 -4.01753 2.09280 0.40
H -2.37124 -2.59413 2.43692 0.33
H 1.78096 -3.06583 1.13830 0.10
H 2.55159 -2.65216 2.68837 0.29
H 1.53178 -4.11012 2.56582 0.39
H -1.11913 1.77229 4.96226 0.23
H -2.88216 1.63438 4.77108 0.37
H -1.89532 0.16550 4.98770 0.20
H -1.58635 2.72908 0.86399 -0.04
H -2.78192 3.26405 2.06401 0.38
H -1.01165 3.45442 2.36346 0.27
H -3.26430 0.02125 0.93245 0.02
H -3.50247 -0.77876 2.50888 0.28
H -4.20690 0.83104 2.21603 0.37

=====

# 3
45
Properties=species:S:1:pos:R:3:mulliken_charge:R:1 method="wB97M-V/def2-TZVPD" total_charge=+4 e_tot_ev=-44849.38560 orbital_gap_ev=4.8 relative_energy_kcal_mol=12.3 homo_energy_ev=-20.02 fmax_ev_per_a=0.210
Sn -0.36733 -1.55693 -1.49779 1.14
N -0.89944 -3.34200 0.21842 -0.54
N -1.47292 -3.00306 1.46420 -0.16
C -2.06519 -1.82995 1.69816 0.62
N -2.63986 -1.59804 2.84783 -0.27
N -2.02481 -0.96695 0.60166 -0.28
N -2.51399 0.22319 0.72033 0.89
O -2.87851 0.82307 1.67920 -0.57
O -2.61851 0.78888 -0.51412 -0.21
H -1.46930 -4.08182 -0.20199 0.36
H 0.02200 -3.74108 0.40951 0.35
H -1.50025 -3.73189 2.17115 0.21
H -2.68337 -2.31193 3.57013 0.24
H -3.09614 -0.72172 3.06314 0.21
F -3.80800 6.54081 -0.86483 -0.19
C -4.46897 5.40603 -1.01451 0.77
F -5.25259 5.47179 -2.07607 -0.18
F -5.18013 5.13888 0.07071 -0.23
C -3.44108 4.27705 -1.23279 -0.19
C -3.39863 3.16189 -0.43819 -0.05
C -2.27270 2.20870 -0.60358 0.38
N -1.44727 2.26069 -1.75459 -0.28
C -1.53914 3.29250 -2.50896 -0.39
C -2.54330 4.33795 -2.29303 -0.21
H -4.10443 3.02879 0.37906 0.61
H -1.61188 2.47103 0.25175 0.36
H -0.89042 3.36739 -3.37591 0.49
H -2.61435 5.14522 -3.02206 0.52
C 2.95207 -0.96144 -2.15538 -1.56
C 2.63464 -1.42446 -0.77111 1.19
O 1.35983 -1.47769 -0.42420 -0.47
C 3.61952 -1.80426 0.14973 0.71
C 4.98473 -1.80642 -0.25023 -0.26
C 5.96629 -2.18721 0.63261 -0.96
C 5.61347 -2.55169 1.93118 -0.31
C 4.27415 -2.55809 2.35224 -0.77
C 3.28854 -2.19276 1.47718 -0.18
H 2.05751 -0.64047 -2.69201 0.28
H 3.43165 -1.75846 -2.72916 0.45
H 3.64964 -0.12305 -2.13728 0.42
H 5.26343 -1.51455 -1.25339 0.39
H 7.00267 -2.20186 0.32525 0.45
H 6.38920 -2.82816 2.63503 0.45
H 4.03773 -2.85045 3.36575 0.44
H 2.25545 -2.17744 1.79696 0.33

=====

# 4
19
Properties=species:S:1:pos:R:3:mulliken_charge:R:1 method="wB97M-V/def2-TZVPD" total_charge=-1 e_tot_ev=-8915.80290 smiles=CNCCCC[O-] orbital_gap_ev=5.7 relative_energy_kcal_mol=29.1 homo_energy_ev=-2.15 fmax_ev_per_a=2.070
C 1.88946 -0.82781 -1.78194 -0.31
O 2.45711 -2.01601 -1.67335 -0.88
C 1.91845 0.13026 -0.48695 -0.55
C 0.58110 0.83511 -0.22454 -0.61
C -0.40094 0.09666 0.65469 -0.67
C -2.61603 -0.08684 1.55438 -0.81
N -1.71018 0.77597 0.77765 -0.40
H 2.28201 -0.13836 -2.59287 0.15
H 0.79724 -0.90288 -2.07091 0.05
H 2.56078 0.96064 -0.80952 0.33
H 2.32748 -0.48535 0.31462 0.26
H 0.83566 1.80713 0.19840 0.35
H 0.11645 0.86068 -1.22609 0.26
H -0.01976 -0.00957 1.69103 0.33
H -0.49186 -1.00477 0.52322 0.36
H -2.43328 -1.14753 1.35882 0.30
H -3.65233 0.18539 1.34216 0.35
H -2.39276 0.05753 2.61824 0.24
H -2.04860 0.90973 -0.16705 0.28

=====

# 5
71
Properties=species:S:1:pos:R:3:mulliken_charge:R:1 method="wB97M-V/def2-TZVPD" total_charge=0 e_tot_ev=-33531.94793 smiles=COC[C@H](C)N.COC[C@H](C)N.COC[C@H](C)N.COC[C@H](C)N.O orbital_gap_ev=9.5 relative_energy_kcal_mol=61.2 homo_energy_ev=-9.18 fmax_ev_per_a=3.038
C -8.59966 -1.80142 0.00989 -1.54
C -7.62077 -1.41024 1.10246 0.36
C -6.19974 -0.87720 0.74508 -0.77
O -6.25292 0.21431 -0.06087 -0.33
C -4.91157 0.75518 -0.20131 -0.80
N -8.34869 -0.47755 1.91655 -0.70
H -8.76832 -0.95597 -0.65709 0.35
H -9.56584 -2.03149 0.45896 0.40
H -8.24665 -2.70219 -0.49220 0.38
H -7.51924 -2.35726 1.63251 0.25
H -5.63274 -1.60891 0.16956 0.45
H -5.65342 -0.67191 1.66567 0.44
H -4.36328 0.88022 0.73241 0.33
H -5.00397 1.76366 -0.60446 0.27
H -4.23604 0.26865 -0.90490 0.31
H -7.62471 0.15908 2.21765 0.29
H -8.85821 0.09205 1.25621 0.31
C 2.30508 4.06677 4.43972 -1.50
C 2.05887 3.52810 3.05235 0.41
C 3.34400 3.12955 2.27856 -0.61
O 3.05234 3.08118 0.85451 -0.29
C 4.16556 2.84344 0.05203 -0.73
N 1.17666 2.41268 3.14048 -0.68
H 2.84704 5.01247 4.44549 0.39
H 2.95377 3.31508 4.88946 0.32
H 1.43586 4.34219 5.03697 0.36
H 1.55504 4.32259 2.50186 0.32
H 3.73727 2.23459 2.76073 0.29
H 4.03954 3.95667 2.42065 0.37
H 3.76442 3.00462 -0.94858 0.24
H 4.49628 1.80845 0.13871 0.26
H 4.88893 3.58122 0.39918 0.36
H 0.98241 2.09204 2.20263 0.28
H 1.61240 1.60718 3.56640 0.23
C 0.49169 -0.21393 -6.89146 -1.35
C 1.20591 -0.20104 -5.53840 0.58
C 2.74746 -0.40500 -5.64652 -0.76
O 3.33231 0.71169 -6.39183 -0.35
C 4.69608 0.54801 -6.78011 -0.74
N 0.88670 0.96524 -4.79198 -0.59
H 0.45716 -1.20271 -7.34888 0.36
H 1.06073 0.34763 -7.63237 0.28
H -0.54585 0.10647 -6.79681 0.36
H 0.84405 -1.08457 -5.01254 0.21
H 2.94018 -1.28641 -6.25814 0.37
H 3.13942 -0.48965 -4.63296 0.37
H 5.10261 1.53375 -7.00627 0.24
H 4.75437 -0.10008 -7.65457 0.28
H 5.23367 0.00967 -5.99954 0.32
H 1.33303 1.82854 -5.06692 0.20
H -0.06751 1.28043 -4.69069 0.23
C 3.69250 -2.23795 2.87568 -1.62
C 2.30332 -2.31805 3.51388 1.00
C 1.48890 -3.47793 2.98031 -0.92
O 0.22815 -3.59875 3.61616 -0.39
C -0.77467 -2.90068 2.96561 -0.68
N 2.49433 -2.32924 4.94904 -0.78
H 3.73999 -2.05683 1.80188 0.38
H 4.19968 -3.19919 2.95872 0.38
H 4.36983 -1.51859 3.33596 0.40
H 1.82920 -1.35353 3.33218 -0.05
H 1.99687 -4.44209 2.95918 0.39
H 1.38909 -3.42862 1.89601 0.40
H -1.12644 -3.32140 2.02362 0.30
H -0.48698 -1.87450 2.73696 0.26
H -1.67485 -2.80375 3.57255 0.27
H 2.89309 -3.23901 5.13185 0.30
H 1.54764 -2.57406 5.20192 0.34
O 0.96985 0.01320 -0.35574 -0.61
H 1.65629 0.67931 -0.31901 0.31
H 0.64223 0.05550 -1.25414 0.29